1.
ORCA calculation (the ωB97M-V functional and the def2-TZVPD basis) on a structure of composition C67H73CaN5O5S in a non-equilibrium geometry.

Geometry as ORCA input:
```
! wB97M-V def2-TZVPD RIJCOSX def2/J DEFGRID3
* xyz 0 1
Ca 0.308 1.532 -0.146
C -2.221 3.783 -0.360
O -1.652 2.600 0.155
C -2.553 1.941 0.998
C -3.524 1.102 0.444
C -3.488 0.693 -1.003
C -2.778 -0.641 -1.048
C -3.477 -1.817 -0.866
C -2.859 -3.064 -0.865
C -1.481 -3.078 -1.040
C -0.750 -1.917 -1.225
C 0.719 -1.972 -1.547
C 1.745 -1.884 -0.439
C 2.916 -2.611 -0.604
C 4.015 -2.462 0.234
C 3.924 -1.502 1.227
C 2.763 -0.766 1.451
C 2.851 0.338 2.481
C 1.614 0.689 3.260
C 1.399 0.093 4.486
C 0.307 0.402 5.292
C -0.585 1.344 4.799
C -0.408 1.949 3.567
C -1.421 2.941 3.043
C -2.526 2.169 2.373
C -3.510 1.592 3.169
C -4.513 0.792 2.644
C -4.482 0.543 1.277
C -5.626 0.197 3.492
C -5.585 -1.334 3.392
C -6.971 0.724 2.974
C -5.500 0.577 4.969
C 0.707 1.651 2.753
O 0.898 2.247 1.617
C 0.151 -0.287 6.639
C 0.029 -1.801 6.413
C 1.387 0.007 7.502
C -1.081 0.187 7.414
C 1.647 -1.005 0.646
O 0.444 -0.369 0.902
C -0.393 -1.137 1.747
C 5.263 -3.300 -0.004
C 4.894 -4.789 0.041
C 5.839 -2.943 -1.382
C 6.347 -3.064 1.051
C -1.376 -0.649 -1.232
O -0.701 0.437 -1.439
C -3.702 -4.320 -0.699
C -4.791 -4.352 -1.783
C -4.360 -4.317 0.688
C -2.875 -5.602 -0.838
H -3.189 3.587 -0.831
H -1.539 4.180 -1.113
H -2.369 4.524 0.438
H -2.927 1.402 -1.614
H -4.504 0.604 -1.394
H -4.549 -1.750 -0.742
H -0.935 -4.010 -1.057
H 0.911 -1.102 -2.191
H 0.922 -2.882 -2.121
H 2.959 -3.309 -1.426
H 4.770 -1.302 1.863
H 3.169 1.233 1.939
H 3.643 0.071 3.187
H 2.130 -0.633 4.821
H -1.444 1.631 5.386
H -0.914 3.596 2.333
H -1.827 3.526 3.871
H -3.471 1.794 4.225
H -5.227 -0.103 0.838
H -5.717 -1.674 2.370
H -6.380 -1.762 3.999
H -4.631 -1.710 3.755
H -7.142 0.434 1.940
H -6.995 1.811 3.033
H -7.781 0.326 3.580
H -4.583 0.178 5.395
H -6.336 0.159 5.523
H -5.520 1.655 5.100
H 0.898 -2.188 5.888
H -0.853 -2.021 5.815
H -0.056 -2.324 7.364
H 2.290 -0.388 7.045
H 1.277 -0.443 8.487
H 1.510 1.082 7.623
H -1.999 -0.051 6.880
H -1.041 1.260 7.590
H -1.113 -0.313 8.381
H 0.072 -1.275 2.730
H -0.605 -2.115 1.301
H -1.327 -0.590 1.869
H 4.149 -5.043 -0.707
H 4.492 -5.042 1.019
H 5.778 -5.396 -0.138
H 5.127 -3.161 -2.173
H 6.745 -3.512 -1.576
H 6.085 -1.883 -1.425
H 5.970 -3.280 2.048
H 6.716 -2.042 1.025
H 7.187 -3.727 0.859
H -5.481 -3.518 -1.681
H -5.364 -5.276 -1.713
H -4.339 -4.300 -2.772
H -4.975 -3.432 0.825
H -3.600 -4.321 1.467
H -4.990 -5.196 0.814
H -2.361 -5.630 -1.797
H -3.529 -6.471 -0.784
H -2.141 -5.684 -0.039
S -2.946 4.335 -6.489
C -1.804 3.820 -5.203
C -1.814 2.505 -4.766
C -0.849 2.115 -3.849
N 0.073 2.937 -3.374
C 0.057 4.194 -3.783
C -0.863 4.697 -4.691
C -2.141 3.294 -7.710
C -0.934 3.706 -8.255
C -0.297 2.851 -9.142
N -0.783 1.671 -9.486
C -1.936 1.293 -8.966
C -2.666 2.065 -8.070
H -2.541 1.799 -5.138
H -0.818 1.109 -3.455
H 0.836 4.826 -3.376
H -0.831 5.728 -5.008
H -0.505 4.658 -7.987
H 0.650 3.122 -9.592
H -2.292 0.318 -9.273
H -3.601 1.714 -7.661
O 0.689 4.491 0.380
C 0.789 4.031 -0.639
N 9.671 1.268 -6.202
C 8.788 1.359 -5.476
C 7.709 1.472 -4.569
C 7.924 2.004 -3.296
C 6.878 2.101 -2.405
C 5.593 1.689 -2.766
C 5.381 1.166 -4.043
C 6.429 1.050 -4.933
N 4.533 1.826 -1.864
C 4.508 2.671 -0.781
C 3.291 2.517 -0.198
N 2.567 1.590 -0.887
C 3.325 1.197 -1.872
H 8.913 2.337 -3.016
H 7.071 2.492 -1.418
H 4.392 0.860 -4.345
H 6.263 0.642 -5.920
H 5.319 3.320 -0.531
H 2.896 2.981 0.682
H 3.052 0.441 -2.580
*
```

Calculated values
HOMO-LUMO gap, eV: 6.5
Energy above the lowest of the compared OMol25 structures with the same formula, charge and spin, kcal/mol: 52.2
Total energy, eV: -117629.5894

These are the Löwdin partial charges, in e, on atoms 1 to 99: Ca 1.375; C -0.056; O -0.277; C -0.184; C -0.118; C -0.064; C -0.125; C 0.004; C -0.179; C 0.002; C -0.160; C -0.064; C -0.107; C 0.009; C -0.167; C 0.024; C -0.101; C -0.061; C -0.150; C -0.013; C -0.185; C 0.014; C -0.128; C -0.062; C -0.113; C 0.032; C -0.153; C 0.022; C -0.552; C -0.037; C -0.041; C -0.061; C -0.333; O -0.308; C -0.560; C -0.047; C -0.050; C -0.065; C -0.189; O -0.262; C 0.002; C -0.556; C -0.044; C -0.042; C -0.065; C -0.343; O -0.321; C -0.558; C -0.050; C -0.044; C -0.069; H 0.108; H 0.065; H 0.113; H 0.103; H 0.128; H 0.108; H 0.111; H 0.120; H 0.121; H 0.112; H 0.106; H 0.103; H 0.122; H 0.117; H 0.100; H 0.104; H 0.128; H 0.102; H 0.112; H 0.063; H 0.085; H 0.091; H 0.077; H 0.091; H 0.083; H 0.079; H 0.085; H 0.086; H 0.074; H 0.085; H 0.081; H 0.073; H 0.080; H 0.089; H 0.075; H 0.084; H 0.082; H 0.102; H 0.104; H 0.111; H 0.075; H 0.091; H 0.083; H 0.076; H 0.084; H 0.081; H 0.087; H 0.082

---

2.
ORCA calculation (the ωB97M-V functional and the def2-TZVPD basis) on a structure of composition C9H18Cl2RhS in a non-equilibrium geometry.

Geometry as ORCA input:
```
! wB97M-V def2-TZVPD RIJCOSX def2/J DEFGRID3
* xyz -1 5
Rh -0.396 -1.235 -0.193
Cl -2.148 0.259 0.225
Cl 1.498 -2.512 0.035
C -1.219 -2.626 0.780
H -0.845 -3.716 0.790
H -2.283 -2.581 0.474
C 1.139 0.776 -0.941
C 0.262 0.107 -1.697
H 1.993 0.241 -0.536
C -0.826 0.696 -2.624
H 0.392 -0.974 -2.037
C -0.743 2.237 -2.617
H -0.690 0.310 -3.679
H -1.809 0.281 -2.291
C -0.140 2.869 -1.338
H -0.138 2.411 -3.531
H -1.722 2.686 -2.828
C 1.206 2.273 -1.018
H -0.044 3.939 -1.567
H -0.916 2.830 -0.539
H 1.931 2.514 -1.816
H 1.576 2.827 -0.167
C -0.055 -2.791 3.125
S -0.587 -1.191 2.508
C 0.907 -0.220 2.901
H -0.497 -3.538 2.458
H -0.445 -2.974 4.134
H 1.035 -2.847 3.090
H 1.211 -0.374 3.954
H 1.690 -0.522 2.193
H 0.666 0.841 2.751
*
```

Calculated values
HOMO-LUMO gap (alpha / beta), eV: 4.4 / 7.6
⟨S²⟩: 6.02
Energy above the lowest of the compared OMol25 structures with the same formula, charge and spin, kcal/mol: 22.7
Total energy, eV: -48509.3797

Formally, the Löwdin partial charges of the atoms, in units of the elementary charge, are as follows: Rh 0.424; Cl -0.079; Cl -0.105; C -0.601; H -0.024; H -0.054; C -0.174; C -0.393; H 0.066; C -0.247; H 0.074; C -0.216; H 0.111; H 0.045; C -0.231; H 0.103; H 0.098; C -0.213; H 0.097; H 0.093; H 0.116; H 0.096; C -0.410; S 0.703; C -0.393; H -0.013; H 0.034; H 0.032; H 0.031; H 0.000; H 0.030

---

3.
ORCA calculation (the ωB97M-V functional and the def2-TZVPD basis) on a structure of composition C2H6OS in a non-equilibrium geometry.

Geometry as ORCA input:
```
! wB97M-V def2-TZVPD RIJCOSX def2/J DEFGRID3
* xyz 0 1
C 0.699 0.677 -0.212
C -0.808 0.072 0.411
H 1.021 -1.784 0.725
H 0.544 0.822 -1.249
H 0.871 1.806 0.104
H -0.571 0.045 1.433
H -1.533 0.771 0.174
H -1.280 -0.755 -1.174
O -1.114 -1.098 -0.216
S 2.171 -0.556 0.004
*
```

Calculated values
HOMO-LUMO gap, eV: 9.1
Energy above the lowest of the compared OMol25 structures with the same formula, charge and spin, kcal/mol: 61.0
Total energy, eV: -15050.7858

Formally, the Löwdin partial charges of the atoms, in units of the elementary charge, are as follows: C -0.514; C -0.328; H 0.085; H -0.004; H 0.091; H 0.081; H 0.078; H 0.154; O -0.116; S 0.474

---

4.
ORCA calculation (the ωB97M-V functional and the def2-TZVPD basis) on a cluster of 2 separate species, C4H8O4 in total in a non-equilibrium geometry.

Geometry as ORCA input:
```
! wB97M-V def2-TZVPD RIJCOSX def2/J DEFGRID3
* xyz -2 1
O 2.339 0.238 -2.181
C 1.268 0.567 -1.644
O 0.590 1.512 -2.157
C 0.871 -0.126 -0.285
C -0.398 -0.801 0.118
C -0.612 -1.402 1.632
O -1.847 -1.890 1.712
H 1.216 0.693 0.433
H 1.698 -0.889 0.290
H -0.741 -1.793 -0.273
H -1.319 -0.255 0.224
H 0.184 -2.117 1.917
H -0.328 -0.635 2.362
H -1.293 2.173 0.041
H -0.442 2.020 -1.377
O -1.186 2.705 -0.813
*
```

Calculated values
HOMO-LUMO gap, eV: 6.5
Energy above the lowest of the compared OMol25 structures with the same formula, charge and spin, kcal/mol: 44.5
Total energy, eV: -12464.8253

Formally, the Löwdin partial charges of the atoms, in units of the elementary charge, are as follows: O -0.091; C -0.680; O -0.073; C -0.157; C -0.235; C -0.598; O -0.391; H 0.106; H 0.148; H 0.097; H 0.065; H 0.051; H 0.051; H -0.004; H 0.017; O -0.305

---

5.
ORCA calculation (the ωB97M-V functional and the def2-TZVPD basis) on a cluster of 2 separate species, C3H10N4 in total in a non-equilibrium geometry.

Geometry as ORCA input:
```
! wB97M-V def2-TZVPD RIJCOSX def2/J DEFGRID3
* xyz 2 1
C -0.615 -0.821 1.308
C 0.192 1.769 -0.501
C 0.320 -1.548 -0.822
N 1.361 2.148 -0.202
N -0.227 -0.603 0.090
N -0.603 -2.019 1.905
N -0.778 2.112 -1.164
H -0.992 0.061 1.830
H 0.434 -1.169 -1.900
H 1.385 -1.918 -0.524
H -0.530 -2.385 -0.956
H 2.178 1.735 0.117
H 1.564 3.201 -0.399
H -0.976 -2.156 2.740
H -0.348 -2.887 1.422
H -0.840 2.969 -1.718
H -1.523 1.513 -1.225
*
```

Calculated values
HOMO-LUMO gap (alpha / beta), eV: 6.9 / 6.9
Energy above the lowest of the compared OMol25 structures with the same formula, charge and spin, kcal/mol: 110.8
Total energy, eV: -9212.0991

Formally, the Löwdin partial charges of the atoms, in units of the elementary charge, are as follows: C -0.160; C -0.073; C -0.096; N 0.270; N 0.004; N 0.240; N 0.295; H 0.160; H 0.118; H 0.139; H 0.166; H 0.136; H 0.238; H 0.076; H 0.152; H 0.205; H 0.130

---

6.
ORCA calculation (the ωB97M-V functional and the def2-TZVPD basis) on a structure of composition C27H32N2OPtS5Si.

Geometry as ORCA input:
```
! wB97M-V def2-TZVPD RIJCOSX def2/J DEFGRID3
* xyz -2 1
Pt 1.363 -1.279 -0.055
C -0.949 -3.089 3.579
C -0.186 -2.931 2.279
S 0.563 -1.338 2.128
C -0.112 -3.885 1.338
C -0.790 -5.224 1.526
S 0.696 -3.722 -0.211
H -0.758 -2.233 4.228
H -0.654 -3.989 4.127
H -2.029 -3.136 3.408
H -1.155 -5.384 2.542
H -0.095 -6.028 1.272
H -1.639 -5.312 0.841
C 3.771 1.511 -0.412
N 4.349 0.233 -0.006
C 3.763 -0.574 0.954
S 3.719 -2.241 0.729
N 3.545 -0.076 2.205
C 3.218 1.307 2.503
H 4.118 1.720 -1.424
H 4.081 2.331 0.233
H 2.678 1.450 -0.435
H 4.527 -0.348 -0.816
H 2.946 -0.730 2.701
H 4.098 1.944 2.395
H 2.901 1.343 3.544
H 2.400 1.700 1.893
C -1.210 -1.578 -3.916
O -0.142 -1.506 -2.985
C 1.102 -1.321 -3.425
S 1.484 -1.255 -5.054
S 2.266 -1.188 -2.192
H -2.106 -1.661 -3.303
H -1.098 -2.443 -4.569
H -1.248 -0.673 -4.524
C 0.406 4.131 2.653
C 0.828 4.175 1.330
C 0.585 3.099 0.487
C -0.058 1.934 0.929
C -0.507 1.935 2.256
C -0.278 3.012 3.105
Si -0.207 0.396 -0.229
C -1.970 -0.253 0.119
C -2.248 -1.603 -0.121
C -3.512 -2.130 0.113
C -4.531 -1.323 0.604
C -4.273 0.017 0.858
C -3.007 0.537 0.617
C -0.452 1.303 -1.913
C -1.725 1.638 -2.386
C -1.908 2.342 -3.570
C -0.813 2.726 -4.331
C 0.460 2.400 -3.890
C 0.632 1.705 -2.698
H 0.604 4.962 3.321
H 1.347 5.051 0.955
H 0.906 3.164 -0.545
H -1.032 1.065 2.629
H -0.627 2.973 4.132
H -1.451 -2.261 -0.464
H -3.690 -3.184 -0.071
H -5.514 -1.738 0.804
H -5.056 0.659 1.249
H -2.824 1.589 0.824
H -2.598 1.336 -1.821
H -2.913 2.578 -3.906
H -0.952 3.259 -5.265
H 1.329 2.667 -4.482
H 1.634 1.444 -2.389
*
```

Calculated values
HOMO-LUMO gap, eV: 4.9
Energy above the lowest of the compared OMol25 structures with the same formula, charge and spin, kcal/mol: 0.0
Total energy, eV: -98851.0687

Formally, the Löwdin partial charges of the atoms, in units of the elementary charge, are as follows: Pt 0.291; C -0.162; C -0.738; S 0.545; C -0.826; C -0.163; S 0.444; H 0.037; H 0.058; H 0.068; H 0.046; H 0.051; H 0.059; C -0.134; N -0.082; C -0.941; S 0.548; N -0.092; C -0.100; H 0.082; H 0.062; H 0.024; H 0.051; H 0.026; H 0.074; H 0.083; H 0.054; C -0.122; O -0.281; C -1.315; S 0.490; S 0.515; H 0.086; H 0.071; H 0.067; C -0.130; C -0.114; C -0.120; C -0.276; C -0.138; C -0.109; Si 0.479; C -0.283; C -0.110; C -0.092; C -0.126; C -0.117; C -0.127; C -0.262; C -0.094; C -0.113; C -0.122; C -0.097; C -0.146; H 0.083; H 0.089; H 0.086; H 0.073; H 0.090; H 0.037; H 0.094; H 0.082; H 0.084; H 0.097; H 0.086; H 0.087; H 0.085; H 0.096; H 0.052